1.
Molecular formula: C2H4N3O
Method: DFT, ωB97M-V with the def2-TZVPD basis set

Properties
- Kohn-Sham gap (eV) = 12.266
- energy relative to the best compared isomer or geometry (same formula, charge and spin) (kcal per mole) = 89.15
- charge = +1
- structure (SMILES) = C[n+]1cnon1
- maximum force (eV/Å) = 3.61
- M (g mol⁻¹) = 86.07

Element x y z (Å)
C1 0.991 0.485 -0.751
C2 -0.558 -0.005 1.253
N1 0.977 0.037 -1.951
N2 -0.819 -0.805 -1.043
N3 -0.190 -0.181 -0.126
O1 -0.110 -0.716 -2.122
H1 1.652 1.196 -0.205
H2 -0.428 0.976 1.645
H3 -1.514 -0.273 1.507
H4 -0.001 -0.713 1.794


2.
Molecular formula: C2H4AgBr2F3Pt2
Method: DFT, ωB97M-V with the def2-TZVPD basis set

Properties
- Kohn-Sham gap (spin up / spin down) (eV) = 7.771 / 3.543
- energy relative to the best compared isomer or geometry (same formula, charge and spin) (kcal per mole) = 21.14
- charge = +2
- multiplicity = 5
- ⟨S²⟩ = 6.030
- maximum force (eV/Å) = 2.08
- M (g mol⁻¹) = 742.88

Element x y z (Å)
Ag1 4.048 1.390 -0.137
Pt1 0.946 1.943 -1.799
Pt2 2.207 -1.248 -1.719
F1 1.238 0.231 -3.051
F2 1.738 0.516 -0.384
F3 2.956 2.563 -1.685
Br1 -3.928 -0.446 0.767
C1 -2.105 -1.117 0.688
C2 -0.965 -0.309 1.338
Br2 -1.297 0.169 3.136
H1 -1.772 -1.335 -0.327
H2 -2.190 -2.074 1.214
H3 -0.844 0.577 0.710
H4 -0.032 -0.860 1.250


3.
Molecular formula: C8H13FO
Method: DFT, ωB97M-V with the def2-TZVPD basis set

Properties
- Kohn-Sham gap (spin up / spin down) (eV) = 5.980 / 8.022
- energy relative to the best compared isomer or geometry (same formula, charge and spin) (kcal per mole) = 0.00
- charge = 0
- multiplicity = 3
- ⟨S²⟩ = 2.006
- maximum force (eV/Å) = 9.82
- M (g mol⁻¹) = 144.19

Element x y z (Å)
C1 1.548 -1.671 -0.577
C2 0.371 -2.254 -0.634
C3 1.692 -0.320 -0.015
C4 -0.938 -1.526 -0.475
C5 0.495 0.593 -0.310
C6 -0.709 -0.195 0.272
C7 0.700 1.941 0.493
C8 -2.046 0.556 0.384
O1 -1.800 -2.275 0.328
F1 -0.315 -0.622 1.535
H1 2.287 -2.321 -0.794
H2 0.417 -3.279 -0.842
H3 1.878 -0.440 1.147
H4 2.649 0.043 -0.438
H5 -1.489 -1.203 -1.297
H6 0.564 0.916 -1.401
H7 1.084 1.769 1.414
H8 -0.248 2.650 0.524
H9 1.561 2.374 0.049
H10 -2.171 1.521 0.858
H11 -2.717 -0.132 0.704
H12 -2.434 0.884 -0.547
H13 -1.496 -2.595 1.204


Which DFT total energy belongs to each record? In order, -8645.0489; -160841.9742; -13265.3387 eV.